{
  "formula": "C23H55IN7O4P2",
  "method": "ωB97M-V/def2-TZVPD",
  "multiplicity": 2,
  "energy_ev": -70039.5156,
  "homo_lumo_gap_ev": [8.632, 8.605],
  "lumo_ev": [0.582, 0.545],
  "charge": 0,
  "symbols": ["C", "C", "C", "C", "C", "C", "C", "O", "I", "C", "C", "C", "C", "N", "O", "H", "H", "H", "H", "H", "H", "H", "H", "H", "H", "H", "H", "H", "H", "H", "H", "H", "H", "H", "O", "P", "N", "C", "C", "N", "C", "C", "N", "C", "C", "H", "H", "H", "H", "H", "H", "H", "H", "H", "H", "H", "H", "H", "H", "H", "H", "H", "H", "O", "P", "N", "C", "C", "N", "C", "C", "N", "C", "C", "H", "H", "H", "H", "H", "H", "H", "H", "H", "H", "H", "H", "H", "H", "H", "H", "H", "H"],
  "positions_angstrom": [[0.059, -1.681, 3.614], [-1.484, -1.825, 3.584], [-1.856, -1.871, 2.092], [-1.927, -3.196, 4.190], [-2.803, -3.202, 5.474], [-3.881, -4.302, 5.346], [-3.208, -5.655, 5.246], [-2.582, -6.151, 6.118], [-3.439, -6.732, 3.372], [-3.478, -1.864, 5.774], [-2.444, -0.738, 5.615], [-3.084, 0.558, 6.134], [-1.209, -1.021, 6.473], [-2.173, -0.638, 4.173], [-3.160, -0.175, 3.511], [0.519, -2.312, 4.371], [0.464, -2.011, 2.660], [0.362, -0.643, 3.747], [-1.639, -0.933, 1.589], [-1.243, -2.648, 1.637], [-2.887, -2.181, 1.940], [-2.464, -3.729, 3.406], [-1.049, -3.807, 4.403], [-2.221, -3.480, 6.354], [-4.412, -4.122, 4.413], [-4.553, -4.311, 6.203], [-4.294, -1.725, 5.060], [-3.900, -1.831, 6.779], [-4.167, 0.532, 6.048], [-2.874, 0.610, 7.204], [-2.668, 1.437, 5.649], [-0.666, -0.095, 6.658], [-0.562, -1.808, 6.101], [-1.572, -1.354, 7.447], [-0.747, -2.472, -0.981], [-0.487, -2.225, -2.421], [-1.053, -0.652, -2.729], [-2.288, -0.225, -3.346], [-0.358, 0.393, -1.989], [-1.387, -3.533, -3.124], [-2.456, -3.393, -4.101], [-1.656, -4.654, -2.224], [0.702, -2.189, -3.587], [0.643, -1.408, -4.807], [1.685, -3.266, -3.559], [-2.109, 0.681, -3.934], [-3.078, -0.009, -2.615], [-2.668, -0.956, -4.050], [0.515, 0.760, -2.541], [-0.015, 0.029, -1.017], [-1.015, 1.241, -1.800], [-3.237, -2.693, -3.794], [-2.943, -4.359, -4.242], [-2.080, -3.115, -5.090], [-2.546, -4.499, -1.601], [-0.814, -4.830, -1.559], [-1.795, -5.561, -2.817], [-0.323, -1.474, -5.312], [1.399, -1.781, -5.497], [0.856, -0.351, -4.632], [1.361, -4.129, -4.153], [1.846, -3.607, -2.535], [2.651, -2.922, -3.931], [1.737, 3.178, -3.032], [2.615, 4.223, -2.452], [2.970, 5.288, -3.736], [4.162, 5.379, -4.547], [1.810, 5.965, -4.293], [3.919, 3.240, -1.866], [5.319, 3.383, -2.239], [3.584, 1.832, -1.651], [2.726, 5.380, -1.260], [3.563, 6.561, -1.324], [2.237, 5.007, 0.063], [4.353, 6.427, -4.804], [4.089, 4.806, -5.480], [5.046, 5.047, -4.014], [1.604, 6.909, -3.771], [0.915, 5.343, -4.226], [1.968, 6.188, -5.349], [5.483, 3.391, -3.319], [5.883, 2.537, -1.846], [5.778, 4.268, -1.789], [3.663, 1.229, -2.565], [2.571, 1.726, -1.272], [4.257, 1.418, -0.897], [4.573, 6.352, -1.684], [3.654, 6.979, -0.322], [3.136, 7.338, -1.962], [3.022, 4.542, 0.671], [1.415, 4.295, -0.022], [1.846, 5.876, 0.593]],
  "forces_ev_per_a": [[-0.11, 0.11, 0.18], [0.49, -0.33, -1.26], [0.12, -0.46, 0.17], [-0.22, 0.24, 0.58], [-0.49, -0.34, 0.36], [0.46, 0.12, -0.89], [-0.04, -0.06, 0.67], [0.04, -0.03, -0.13], [-0.05, 0.05, -0.06], [0.49, -0.43, -0.48], [-0.73, 0.47, 0.79], [0.13, -0.28, 0.22], [-0.25, 0.04, 0.11], [-0.14, -0.85, 0.32], [0.12, 0.38, -0.07], [0.07, 0.19, 0.18], [0.01, 0.00, -0.04], [0.01, 0.02, 0.13], [-0.10, 0.05, -0.05], [0.03, 0.04, -0.11], [-0.16, 0.38, -0.02], [-0.10, 0.04, -0.02], [0.12, 0.06, -0.13], [0.29, 0.07, -0.13], [-0.38, 0.02, 0.19], [-0.02, -0.07, 0.04], [-0.01, 0.33, 0.02], [0.04, -0.16, 0.06], [-0.02, 0.19, -0.36], [0.03, 0.13, 0.02], [-0.07, 0.05, -0.06], [0.29, -0.08, -0.24], [0.14, 0.12, -0.10], [0.00, 0.00, 0.04], [2.74, -0.14, 0.44], [-4.13, 0.62, -2.22], [-0.25, -0.43, -0.19], [-0.05, 0.06, -0.17], [0.48, -0.09, 0.07], [-0.26, -0.11, 0.30], [0.21, -0.02, -0.35], [-0.09, 0.09, 0.22], [1.92, -0.43, 1.72], [-0.13, 0.52, 0.02], [-0.12, -0.18, -0.08], [0.01, 0.06, 0.10], [0.02, -0.01, 0.00], [0.06, 0.01, 0.04], [-0.05, 0.13, 0.03], [-0.05, -0.02, 0.00], [-0.10, -0.06, -0.07], [-0.08, -0.14, -0.01], [0.09, -0.06, 0.06], [-0.01, 0.24, 0.07], [0.02, -0.03, 0.03], [-0.02, 0.06, 0.04], [-0.05, 0.06, -0.09], [-0.01, -0.06, 0.04], [0.02, -0.12, 0.07], [-0.05, 0.00, 0.03], [0.02, 0.01, -0.03], [-0.07, 0.00, 0.01], [-0.02, 0.05, -0.02], [-2.07, 0.87, 1.57], [4.23, -0.24, -2.04], [0.35, -0.28, 0.26], [0.14, 0.11, 0.00], [-0.26, 0.04, 0.24], [-0.04, -0.36, -0.23], [0.13, 0.27, 0.29], [-0.13, -0.08, -0.21], [-2.46, -0.33, 0.78], [0.00, 0.28, -0.43], [0.16, -0.15, 0.08], [-0.08, -0.01, -0.07], [-0.01, 0.01, 0.02], [-0.07, 0.01, 0.01], [0.01, 0.02, -0.08], [0.03, -0.02, -0.01], [0.08, -0.04, 0.00], [0.09, -0.13, 0.05], [-0.09, -0.04, 0.07], [-0.08, 0.14, -0.19], [-0.03, -0.03, 0.02], [-0.02, 0.01, -0.06], [0.09, 0.07, -0.04], [-0.01, -0.07, 0.02], [-0.05, -0.11, 0.05], [0.01, -0.03, -0.04], [0.00, 0.03, 0.01], [0.04, -0.03, -0.04], [0.02, 0.04, -0.05]],
  "lowdin_charge": [-0.03, -0.44, -0.05, -0.07, -0.29, -0.18, -0.82, 0.03, 0.77, -0.10, -0.49, -0.03, -0.01, -0.12, -0.01, 0.07, 0.08, 0.09, 0.09, 0.07, 0.09, 0.08, 0.12, 0.13, 0.09, 0.13, 0.13, 0.13, 0.08, 0.08, 0.09, 0.09, 0.07, 0.10, -0.28, 0.62, -0.32, -0.12, -0.11, -0.29, -0.13, -0.15, -0.32, -0.10, -0.12, 0.09, 0.09, 0.04, 0.06, 0.07, 0.09, 0.06, 0.08, 0.08, 0.08, 0.07, 0.08, 0.07, 0.08, 0.08, 0.08, 0.08, 0.08, -0.29, 0.62, -0.33, -0.12, -0.12, -0.29, -0.13, -0.14, -0.32, -0.10, -0.12, 0.09, 0.09, 0.04, 0.07, 0.07, 0.08, 0.06, 0.08, 0.08, 0.08, 0.06, 0.08, 0.07, 0.08, 0.07, 0.08, 0.08, 0.08]
}